# 1
A molecular structure, C32H38AsBF2N5PtTe. Source: OMol25; level of theory: ωB97M-V/def2-TZVPD.

Charge   +1
Total energy   -118738.86792 eV
Kohn-Sham gap   6.4 eV

Atoms and positions in Å:
Pt: 0.24129 -0.11450 0.26403
C: -1.24923 -6.76368 2.16084
C: -1.30349 -5.33423 1.69620
C: -2.19576 -4.92682 0.69896
C: -2.23464 -3.62251 0.27526
C: -1.39326 -2.62172 0.80750
N: -1.47660 -1.32941 0.33015
C: -2.71854 -0.77857 0.05520
C: -3.86222 -1.04982 0.82182
C: -5.08321 -0.48748 0.52253
C: -5.23687 0.40391 -0.54050
C: -6.56219 1.05197 -0.83287
C: -4.11110 0.71181 -1.28111
C: -2.87944 0.12212 -1.00241
N: -1.78854 0.45852 -1.87671
C: -1.92162 0.82083 -3.16529
C: -0.70491 1.25787 -3.63374
C: 0.15217 1.12143 -2.55014
N: -0.49849 0.63233 -1.49524
C: -0.47782 -3.04832 1.78747
C: -0.45958 -4.37922 2.22120
N: 0.44034 -2.13602 2.43670
C: 1.21990 -2.38805 3.50001
C: 1.75412 -1.19965 3.95230
C: 1.23974 -0.23803 3.10494
N: 0.43453 -0.79982 2.18294
H: -2.23892 -7.21847 2.14668
H: -0.85724 -6.83678 3.17470
H: -0.60670 -7.36326 1.51229
H: -2.87016 -5.64999 0.25580
H: -2.93774 -3.32680 -0.49305
H: -3.76570 -1.71446 1.67075
H: -5.93904 -0.72380 1.14392
H: -7.38584 0.37570 -0.60698
H: -6.63869 1.34390 -1.87968
H: -6.70168 1.95038 -0.22823
H: -4.18639 1.43782 -2.08049
H: -2.87648 0.74068 -3.65303
H: -0.47576 1.62438 -4.61818
H: 1.19648 1.35294 -2.47287
H: 0.23654 -4.68922 2.98779
H: 1.32395 -3.37954 3.89847
H: 2.40346 -1.05613 4.79698
H: 1.38525 0.82993 3.10456
Te: -0.64756 2.13308 1.27416
C: 0.41256 3.78591 0.52050
C: 0.58339 4.07331 -0.82944
C: 1.21577 5.24387 -1.21699
C: 1.66861 6.14370 -0.26067
C: 1.49892 5.86082 1.08537
C: 0.87885 4.68220 1.47817
H: 0.20879 3.39584 -1.58263
H: 1.34364 5.46265 -2.26941
H: 2.14635 7.06516 -0.56570
H: 1.86153 6.54976 1.83692
H: 0.76842 4.46313 2.53304
F: 2.61767 1.87040 0.44341
B: 2.16734 0.62643 0.43570
F: 3.11828 -0.28601 0.70300
C: 2.90405 -4.83283 -0.78508
C: 2.28914 -3.76112 0.10944
As: 1.50428 -2.24691 -0.85268
C: 0.47857 -3.18740 -2.23196
C: -0.61406 -2.38806 -2.92588
C: 3.10937 -1.75145 -1.87424
C: 2.99856 -0.53402 -2.77187
H: 3.31560 -5.62767 -0.16168
H: 3.71758 -4.45000 -1.39891
H: 2.16481 -5.28622 -1.44476
H: 3.03751 -3.33958 0.78467
H: 1.50022 -4.18841 0.72033
H: 0.03864 -4.05608 -1.73609
H: 1.21368 -3.55497 -2.95004
H: -1.35378 -2.04289 -2.20342
H: -1.12551 -3.01150 -3.66039
H: -0.21846 -1.51742 -3.45168
H: 3.36621 -2.63269 -2.46172
H: 3.90380 -1.59436 -1.14524
H: 2.25310 -0.66286 -3.55921
H: 3.95551 -0.32484 -3.25069
H: 2.73290 0.34969 -2.19319

Force components x, y, z for each atom (eV/Å):
Pt -0.062 -0.632 0.155
C 0.015 -0.003 -0.017
C -0.009 -0.035 -0.014
C -0.008 -0.036 0.023
C 0.023 0.033 0.028
C 0.038 -0.011 0.187
N -0.314 0.227 -0.036
C 0.027 -0.079 -0.191
C 0.078 0.032 -0.006
C -0.040 0.012 0.030
C -0.006 0.034 -0.007
C 0.000 0.007 0.016
C 0.044 0.016 0.097
C 0.021 0.050 -0.006
N -0.013 -0.071 0.159
C -0.086 0.022 0.012
C -0.041 0.054 0.014
C -0.020 -0.033 0.060
N 0.530 -0.096 -0.441
C 0.020 0.139 0.073
C 0.031 0.046 -0.109
N -0.564 0.001 -0.312
C -0.009 0.017 0.099
C -0.080 -0.096 0.083
C -0.207 0.038 -0.127
N 1.148 -0.223 0.229
H -0.005 0.011 0.013
H 0.000 -0.004 -0.001
H -0.003 0.007 -0.002
H 0.008 -0.001 -0.001
H 0.000 0.003 0.003
H -0.007 -0.029 -0.022
H -0.001 -0.013 -0.014
H -0.001 -0.004 -0.014
H -0.005 -0.003 0.000
H 0.014 -0.006 0.006
H -0.006 0.026 0.025
H 0.016 -0.019 -0.019
H 0.011 -0.007 0.007
H -0.048 0.030 -0.002
H -0.011 -0.015 -0.003
H -0.030 0.026 0.051
H 0.012 -0.009 -0.018
H 0.020 -0.013 -0.074
Te -0.620 0.118 0.278
C 0.200 -0.041 0.035
C -0.126 -0.020 0.022
C 0.021 0.031 0.018
C -0.003 -0.009 -0.009
C -0.009 0.016 -0.002
C 0.077 -0.014 -0.030
H -0.052 0.032 -0.007
H -0.005 -0.003 -0.002
H 0.026 -0.016 -0.001
H -0.026 0.018 -0.005
H 0.006 -0.014 -0.009
F 0.028 -0.046 -0.197
B -0.130 0.314 -0.051
F 0.068 0.077 0.110
C -0.004 0.011 -0.009
C 0.055 0.096 0.192
As 0.028 0.346 -0.522
C -0.116 -0.112 0.085
C -0.003 0.055 0.054
C 0.032 -0.010 0.046
C -0.018 0.008 -0.037
H -0.002 -0.004 -0.007
H 0.016 -0.007 0.028
H -0.012 0.002 0.004
H -0.018 0.032 -0.010
H -0.038 -0.053 0.020
H 0.025 -0.006 0.015
H -0.009 -0.035 0.008
H 0.000 -0.035 -0.024
H 0.012 -0.001 -0.007
H 0.014 -0.013 0.012
H -0.004 0.005 -0.012
H -0.014 -0.097 0.033
H -0.018 0.003 0.033
H 0.000 -0.030 -0.013
H 0.138 0.012 0.027


# 2
3 unconnected molecules or ions with the total composition C32H38BF3O4. Source: OMol25; level of theory: ωB97M-V/def2-TZVPD.

Charge   0
Total energy   -50817.68827 eV
Kohn-Sham gap   5.3 eV

Atoms and positions in Å:
C: 0.75184 -2.62634 1.84671
C: -0.19899 -2.85568 0.68198
C: 0.03828 -4.27466 0.10310
C: -1.73894 -2.43728 0.94410
C: -2.71240 -3.57352 1.24976
C: -1.92103 -1.30037 1.96154
O: -2.15427 -1.91320 -0.35871
B: -1.02117 -1.93527 -1.13997
C: -1.03178 -1.84775 -2.68683
C: -2.24125 -1.89422 -3.38429
C: -2.25695 -2.32822 -4.70704
C: -1.05204 -2.61632 -5.33760
C: -1.09583 -3.41854 -6.62044
F: 0.08428 -3.35775 -7.29227
F: -1.37801 -4.74914 -6.41728
F: -2.07373 -2.93671 -7.45093
C: 0.13867 -2.16589 -4.76442
C: 0.14707 -1.77519 -3.43018
C: -0.36336 2.14451 -0.35888
C: -1.84103 2.14880 -0.20330
C: 0.27198 2.08692 -1.71114
O: 0.16060 -1.94859 -0.39951
H: 0.60996 -3.38662 2.64006
H: 1.79310 -2.71291 1.50490
H: 0.62008 -1.62731 2.29162
H: -0.10435 -5.05847 0.85827
H: -0.59641 -4.48885 -0.77629
H: 1.08378 -4.34485 -0.24204
H: -2.43772 -4.10297 2.16865
H: -3.72506 -3.16830 1.37893
H: -2.75503 -4.29627 0.42376
H: -1.67384 -1.59823 2.99278
H: -1.32748 -0.39920 1.73467
H: -2.97732 -1.00360 1.95619
H: -3.16325 -1.64821 -2.87972
H: -3.19955 -2.51562 -5.19567
H: 1.07170 -2.19224 -5.31608
H: 1.06451 -1.45312 -2.93739
H: 0.04403 1.27967 0.20034
H: -2.05513 1.64444 0.76670
H: -2.27044 3.14644 -0.04087
H: -2.43517 1.65836 -0.99507
H: 1.17100 1.46314 -1.64019
H: -0.39396 1.66534 -2.47147
H: 0.64078 3.05715 -2.06575
C: -2.69198 6.69710 0.58787
O: -3.02200 5.59338 1.44316
C: -1.99264 4.80285 1.84948
C: -2.36169 3.71349 2.66814
C: -1.49605 2.67712 2.85005
C: -0.22038 2.67054 2.19319
C: 0.55941 1.49492 2.25643
C: 1.89229 1.24035 1.77630
C: 2.64839 0.34808 2.60063
C: 3.88635 -0.10201 2.18448
C: 4.32001 0.24734 0.88306
O: 5.43578 -0.40463 0.47389
C: 5.87139 -1.24842 1.60607
C: 4.92838 -0.98713 2.79360
C: 3.60557 1.12591 0.04940
C: 2.46302 1.71277 0.56154
C: 0.20310 3.85713 1.52445
C: -0.64607 4.93988 1.40275
H: -3.61723 7.25954 0.52754
H: -1.89146 7.31311 1.01790
H: -2.38757 6.33028 -0.40052
H: -3.37438 3.69768 3.08084
H: -1.73417 1.82391 3.49297
H: 0.25165 0.82148 3.09355
H: 2.23927 0.05711 3.57292
H: 5.84042 -2.29139 1.26029
H: 6.91106 -0.97510 1.82293
H: 5.47549 -0.46342 3.59162
H: 4.54080 -1.91556 3.23102
H: 3.98109 1.30624 -0.95167
H: 1.97048 2.49910 -0.00886
H: 1.24166 3.95959 1.19546
H: -0.32611 5.85537 0.88879

Force components x, y, z for each atom (eV/Å):
C -0.064 0.068 0.512
C -0.065 0.099 0.062
C -0.168 0.027 0.114
C 0.138 0.093 0.030
C 0.155 -0.223 -0.007
C 0.099 0.169 0.126
O 0.685 -0.987 -0.167
B 0.327 2.012 0.436
C -0.276 0.910 0.016
C 0.218 -0.523 -0.372
C 0.048 -0.069 0.477
C -0.069 0.025 -0.167
C -0.016 0.240 -0.475
F -0.792 -0.178 0.301
F 0.285 1.297 -0.106
F 0.734 -0.547 0.428
C 0.216 -0.323 -0.026
C -0.044 -0.354 -0.059
C -0.104 -1.376 -0.487
C -0.529 -0.056 0.955
C 0.231 0.395 -0.365
O -0.737 -0.890 -0.257
H -0.083 0.342 -0.365
H -0.317 0.067 -0.039
H 0.092 -0.367 -0.242
H -0.146 0.170 -0.167
H 0.106 0.106 0.410
H -0.383 0.196 0.170
H 0.003 0.071 -0.093
H 0.301 -0.028 -0.027
H 0.122 0.177 0.222
H -0.036 -0.121 -0.350
H -0.073 -0.443 -0.149
H 0.177 -0.082 -0.065
H -0.135 -0.320 0.151
H -0.069 -0.018 -0.156
H -0.135 -0.113 -0.040
H -0.105 -0.365 -0.141
H 0.019 1.068 0.565
H -0.118 0.129 -0.892
H 0.042 0.220 -0.298
H 0.411 0.168 -0.009
H -0.231 0.008 -0.167
H -0.061 0.131 -0.101
H -0.239 0.055 -0.108
C -0.076 -0.408 0.325
O 0.665 0.444 0.417
C 1.473 0.329 -1.484
C -0.298 -0.715 0.456
C 0.013 0.389 0.183
C 1.257 -1.345 0.662
C -0.813 0.928 2.155
C 0.622 -0.302 0.296
C 0.312 0.183 -0.484
C -0.302 0.573 -1.156
C -1.148 0.139 -0.203
O 0.379 -0.387 0.993
C 0.222 0.008 -0.689
C 0.323 -0.039 0.396
C 1.084 -0.778 0.850
C -0.582 0.073 0.553
C 0.379 -1.267 -1.297
C -2.332 1.020 0.147
H 0.071 0.164 -0.168
H -0.256 -0.078 -0.067
H -0.033 0.082 0.151
H 0.375 0.032 -0.103
H -0.105 0.287 -0.311
H 0.162 0.395 -0.862
H 0.109 0.023 -0.356
H -0.008 0.313 0.070
H -0.267 -0.106 -0.071
H -0.208 -0.101 -0.134
H -0.009 0.185 -0.187
H -0.036 0.266 0.122
H 0.144 -0.444 0.253
H -0.383 -0.114 0.306
H -0.153 -0.605 0.155


# 3
A molecular structure, C32H38BF6N2S5Y. Source: OMol25; level of theory: ωB97M-V/def2-TZVPD.

Charge   0
Total energy   -108989.33385 eV
Kohn-Sham gap   5.4 eV

Atoms and positions in Å:
Y: 0.14260 -0.26910 0.25680
C: -0.11020 5.42880 0.52850
C: 0.14950 4.53970 1.72860
S: -0.25430 2.75560 1.55050
C: -2.04380 2.77960 1.20000
C: -2.41690 2.93390 -0.27130
S: -1.34000 2.01810 -1.43870
C: -0.26350 3.31350 -2.16580
C: 1.01800 3.61400 -1.40570
S: 1.15110 5.32040 -0.79310
H: -0.04980 6.47400 0.84120
H: -1.10170 5.26390 0.11030
H: -0.42030 4.89710 2.58870
H: 1.21150 4.54900 1.97300
H: -2.48440 3.58590 1.78830
H: -2.39870 1.82050 1.58310
H: -2.41180 3.97540 -0.58670
H: -3.41770 2.53070 -0.43230
H: -0.87160 4.20390 -2.32610
H: -0.01710 2.88630 -3.13680
H: 1.87230 3.52250 -2.07470
H: 1.18130 2.92670 -0.57500
S: -2.10790 -1.15780 -1.44360
C: -1.36940 -2.02920 -2.65700
N: -2.01400 -2.30990 -3.79910
C: -1.33290 -3.06640 -4.82670
C: 0.11850 -2.61710 -4.85540
N: 0.68000 -2.89640 -3.55370
C: 2.01200 -3.45480 -3.50850
C: 1.99400 -4.85510 -4.06290
C: 1.29320 -5.84850 -3.38790
C: 1.22570 -7.12950 -3.90420
C: 1.85920 -7.43060 -5.09970
C: 2.56290 -6.44750 -5.77380
C: 2.62740 -5.16360 -5.25890
C: -0.02220 -2.58200 -2.46900
S: 0.53720 -2.90770 -0.91750
C: -3.37620 -1.86530 -4.02260
C: -3.42970 -0.43630 -4.51620
C: -2.96520 -0.11340 -5.78460
C: -2.97630 1.19750 -6.22350
C: -3.46200 2.19890 -5.40170
C: -3.94620 1.88170 -4.14530
C: -3.92910 0.57100 -3.70280
H: -1.81660 -2.89020 -5.78620
H: -1.38790 -4.14120 -4.60020
H: 0.17010 -1.54170 -5.05810
H: 0.68980 -3.15980 -5.60810
H: 2.33340 -3.45390 -2.46540
H: 2.67540 -2.80490 -4.08280
H: 0.80860 -5.61240 -2.45110
H: 0.68120 -7.89540 -3.37170
H: 1.80740 -8.43070 -5.50300
H: 3.06210 -6.67750 -6.70410
H: 3.18320 -4.39840 -5.78340
H: -3.91220 -1.94550 -3.07280
H: -3.82840 -2.54300 -4.75190
H: -2.60020 -0.88780 -6.44450
H: -2.60510 1.43480 -7.20880
H: -3.46540 3.22220 -5.74410
H: -4.33790 2.65780 -3.50540
H: -4.30630 0.32550 -2.72170
F: -1.11890 -0.03420 2.95430
C: -1.01340 -1.10940 2.03610
F: -2.34480 -1.28300 1.61910
H: -0.81050 -1.98860 2.67920
C: 2.20810 -0.23720 1.40110
C: 3.23100 0.33980 0.52570
C: 3.48580 1.71890 0.51850
C: 4.43760 2.26690 -0.31640
C: 5.16760 1.45620 -1.17200
C: 4.94450 0.08720 -1.16910
C: 3.98840 -0.46270 -0.34100
H: 2.06720 0.36320 2.30640
H: 2.44430 -1.27470 1.66680
H: 2.91870 2.35780 1.18440
H: 4.61130 3.33370 -0.29650
H: 5.90250 1.88530 -1.83500
H: 5.51780 -0.55610 -1.82140
H: 3.81160 -1.53140 -0.36040
F: 2.40300 -0.56820 -3.46780
B: 1.59490 0.49070 -3.18440
F: 1.25280 0.42130 -1.75220
F: 2.17610 1.68840 -3.44340
F: 0.38570 0.35880 -3.83890

Force components x, y, z for each atom (eV/Å):
Y 0.855 1.157 -2.008
C 0.461 -0.176 -0.487
C -0.104 -0.398 -0.124
S -0.342 0.310 0.504
C 0.561 0.052 0.036
C 0.295 -0.268 -0.376
S -0.345 0.307 0.075
C -0.094 -0.486 0.216
C 0.205 0.372 0.303
S -0.175 -0.002 0.205
H -0.059 -0.038 0.000
H -0.026 0.099 0.059
H 0.050 -0.068 0.044
H -0.013 0.033 0.108
H -0.111 -0.131 0.107
H -0.072 0.080 0.076
H -0.098 -0.046 -0.025
H -0.061 0.105 0.014
H -0.055 -0.050 -0.002
H -0.038 0.025 -0.052
H 0.007 -0.039 0.034
H 0.065 0.075 -0.341
S 0.221 -0.267 -0.170
C -1.804 0.766 -0.192
N 0.617 0.006 0.651
C 0.501 -0.363 -0.367
C -0.554 0.089 -0.592
N -0.796 0.603 0.918
C 0.671 -0.248 0.102
C 0.008 -0.002 -0.050
C 0.013 -0.002 -0.023
C -0.055 -0.041 0.054
C 0.029 -0.038 -0.070
C 0.027 -0.094 -0.089
C 0.016 0.086 0.107
C 1.653 -0.797 -0.269
S 0.154 0.142 0.389
C -0.427 0.182 0.025
C -0.075 -0.045 0.070
C 0.005 -0.002 0.021
C 0.085 -0.051 -0.111
C -0.012 0.080 0.035
C -0.054 0.066 -0.020
C -0.073 -0.082 -0.079
H 0.048 0.043 0.073
H -0.021 0.096 -0.114
H 0.116 -0.080 0.034
H -0.087 -0.034 0.076
H 0.039 0.085 -0.232
H -0.095 -0.001 0.047
H -0.068 0.024 0.119
H -0.033 -0.063 0.041
H -0.003 -0.087 -0.030
H 0.029 -0.027 -0.052
H 0.036 0.086 -0.044
H -0.042 -0.076 -0.189
H 0.063 0.017 0.096
H 0.057 -0.077 -0.069
H 0.028 0.036 -0.095
H -0.011 0.112 -0.028
H -0.026 0.085 0.077
H 0.007 -0.027 0.094
F 0.172 0.232 -0.031
C -0.703 -1.044 1.646
F -0.400 -0.053 -0.158
H -0.025 0.287 -0.245
C -0.249 -0.316 0.107
C 0.405 0.057 0.044
C -0.162 -0.299 -0.015
C 0.083 0.040 -0.163
C 0.111 0.086 -0.040
C -0.025 0.066 -0.064
C -0.132 0.135 0.124
H -0.031 -0.142 0.060
H 0.019 0.102 0.149
H -0.021 0.073 0.124
H 0.022 0.105 -0.037
H 0.102 0.056 -0.056
H 0.037 -0.032 -0.093
H -0.016 -0.073 0.046
F 0.629 -0.775 -0.177
B -0.191 -0.051 0.405
F -0.121 -0.095 0.419
F 0.332 0.705 -0.074
F -0.927 -0.077 -0.481